[1]
A structure of composition C41H41NO3PPdS6Si. Source: the OMol25 dataset; level of theory: ωB97M-V/def2-TZVPD.

Element x y z (Å)
1 Pd -0.099157 -0.048824 0.126322
2 C 1.902189 -0.050494 -0.198305
3 Si 2.455391 1.504069 0.642415
4 C 1.198488 2.757474 -0.041739
5 N -0.158767 2.145232 0.046523
6 C -0.867816 2.616057 1.291030
7 C -2.058313 3.514696 0.997820
8 C -1.685661 4.614140 0.010827
9 C -1.179808 4.000033 -1.307845
10 C -0.944026 2.498283 -1.164531
11 C 2.485278 1.333633 2.507971
12 C 2.615112 0.072658 3.087500
13 C 2.823688 -0.073778 4.450080
14 C 2.890966 1.046905 5.264903
15 C 2.730604 2.310075 4.712992
16 C 2.536745 2.446891 3.347239
17 C 4.187638 2.049125 0.105248
18 C 4.437380 2.384078 -1.227690
19 C 5.703757 2.742284 -1.661328
20 C 6.759837 2.767188 -0.761517
21 C 6.537100 2.434243 0.565003
22 C 5.264092 2.081786 0.989942
23 H 2.460528 -0.917172 0.158047
24 H 2.076722 0.011604 -1.279628
25 H 1.446859 2.895341 -1.098344
26 H 1.203441 3.755647 0.403242
27 H -0.136105 3.155711 1.894991
28 H -1.168277 1.749095 1.877378
29 H -2.389116 3.942147 1.947140
30 H -2.888845 2.914587 0.619297
31 H -0.904632 5.236945 0.456967
32 H -2.537718 5.271767 -0.172726
33 H -0.264654 4.498219 -1.635275
34 H -1.907293 4.144171 -2.109872
35 H -0.408412 2.095994 -2.027790
36 H -1.888753 1.960106 -1.104246
37 H 2.543615 -0.816078 2.469913
38 H 2.925944 -1.063274 4.878572
39 H 3.043199 0.931375 6.330499
40 H 2.751353 3.186596 5.348660
41 H 2.428877 3.443801 2.931559
42 H 3.629603 2.357305 -1.951319
43 H 5.868440 2.998917 -2.700579
44 H 7.752402 3.043872 -1.094897
45 H 7.356227 2.448423 1.273244
46 H 5.103777 1.827450 2.031261
47 O -1.881853 -0.966559 -1.825588
48 S -2.885799 -0.871560 -0.765510
49 O -4.238884 -0.703564 -1.227181
50 O -2.451234 0.100407 0.266699
51 C -2.811509 -2.439267 0.107235
52 C -4.007414 -3.043563 0.446452
53 C -4.020325 -4.253265 1.126938
54 C -2.824021 -4.868842 1.454255
55 C -1.624518 -4.262522 1.115691
56 C -1.597520 -3.038517 0.450042
57 P 0.001835 -2.257121 0.026223
58 C 1.241702 -3.079703 1.095824
59 C 1.019006 -3.242179 2.463313
60 C 2.016333 -3.743369 3.283678
61 C 3.254682 -4.079348 2.756288
62 C 3.489058 -3.918600 1.399419
63 C 2.488770 -3.428230 0.573835
64 C 0.379608 -2.960278 -1.613174
65 C 0.452516 -4.340975 -1.784145
66 C 0.755260 -4.879175 -3.023007
67 C 0.986865 -4.040024 -4.104692
68 C 0.897307 -2.666711 -3.945100
69 C 0.587007 -2.127803 -2.704845
70 H -4.927815 -2.551524 0.163377
71 H -4.963645 -4.710890 1.394972
72 H -2.816715 -5.815612 1.978545
73 H -0.698120 -4.748102 1.389816
74 H 0.070414 -2.937453 2.886313
75 H 1.824230 -3.851444 4.343555
76 H 4.035482 -4.459213 3.402911
77 H 4.453233 -4.171778 0.976658
78 H 2.692828 -3.302145 -0.481391
79 H 0.275619 -5.000747 -0.943553
80 H 0.809366 -5.953371 -3.144826
81 H 1.225492 -4.459342 -5.074190
82 H 1.055997 -2.009381 -4.790143
83 H 0.468693 -1.060561 -2.580555
84 C -2.975522 2.046420 4.492814
85 S -1.250134 2.464819 4.845963
86 C -0.670938 0.922453 5.434822
87 C -0.609406 -0.229894 4.704188
88 S -1.049533 -0.494243 3.079882
89 S -0.032226 -1.603567 5.638886
90 C 0.335614 -0.798977 7.121075
91 S 1.063575 -1.546304 8.412252
92 S -0.181346 0.834571 7.109734
93 H -3.452828 2.943764 4.102301
94 H -3.490341 1.731646 5.398424
95 H -3.010247 1.257042 3.742772

Cartesian forces (eV/Å) of the 6 atoms listed first:
Pd -0.409 0.526 0.054
C 0.201 0.057 -0.006
Si -0.152 0.122 0.072
C 0.176 -0.224 0.134
N 0.022 0.240 -0.115
C 0.062 -0.148 0.074

Total charge: -1
Frontier orbital gap in eV: 6.4
E_LUMO in eV: 2.2786
Energy relative to the best compared isomer or geometry (same formula, charge and spin) in kcal/mol: 0.00

[2]
The molecule C27H29N3O4S. Source: the OMol25 dataset; level of theory: ωB97M-V/def2-TZVPD.

Element x y z (Å)
1 C 0.274822 0.838460 -3.928965
2 C -0.167689 0.938605 -2.472859
3 H -0.349911 1.982880 -2.208135
4 H -1.090999 0.368331 -2.312272
5 O 0.829887 0.514726 -1.554453
6 C 0.968312 -0.860179 -1.390140
7 C 2.179639 -1.115631 -0.479810
8 C 2.420208 -2.628687 -0.361304
9 C 3.890320 -3.043423 -0.251747
10 C 4.484766 -2.863448 1.149434
11 O 3.714652 -3.471979 2.156191
12 H 3.641528 -4.413963 1.966447
13 H 5.511335 -3.260257 1.155124
14 H 4.533532 -1.809069 1.425325
15 H 4.496693 -2.483754 -0.965856
16 H 3.964158 -4.102915 -0.514881
17 H 1.879865 -3.011064 0.507556
18 H 2.000420 -3.115931 -1.244953
19 H 3.032154 -0.628364 -0.957814
20 C 1.900232 -0.466453 0.891675
21 C 0.512650 -0.822454 1.319188
22 C -0.415904 -1.263011 0.470357
23 O -0.210302 -1.450505 -0.878526
24 C -1.794180 -1.581622 0.927749
25 O -2.160024 -1.392089 2.078309
26 N -2.594488 -2.089131 -0.029902
27 H -2.242954 -2.114051 -0.973974
28 C -3.996587 -2.375179 0.211757
29 C -4.797822 -1.116296 0.285049
30 N -5.668072 -0.714076 -0.594875
31 C -6.124295 0.495298 -0.130516
32 C -7.062801 1.370895 -0.664875
33 C -7.318180 2.535213 0.027936
34 C -6.664861 2.837269 1.225197
35 C -5.731181 1.983067 1.775609
36 C -5.469056 0.809965 1.086264
37 N -4.633514 -0.247343 1.325071
38 H -3.960627 -0.375369 2.069512
39 H -5.225750 2.215473 2.700867
40 H -6.898208 3.762775 1.730635
41 H -8.041641 3.236876 -0.360720
42 H -7.566023 1.136627 -1.589183
43 H -4.069148 -2.903648 1.168808
44 H -4.379185 -3.002601 -0.591608
45 H 0.241649 -0.704780 2.355783
46 C 2.076983 1.031185 0.865427
47 C 1.068232 1.915724 1.035740
48 S 1.548553 3.571941 0.935884
49 C 3.197028 3.094281 0.659224
50 C 4.279068 3.940862 0.472552
51 C 5.524498 3.382262 0.278258
52 C 5.685404 1.997581 0.275840
53 C 4.609824 1.157703 0.460677
54 C 3.333947 1.692183 0.652744
55 H 4.755276 0.088576 0.461041
56 H 6.670250 1.579303 0.128410
57 H 6.382280 4.020745 0.130644
58 H 4.139485 5.010726 0.482954
59 H 0.032229 1.699288 1.208515
60 H 2.602944 -0.875501 1.624932
61 H 1.108326 -1.362325 -2.363045
62 H -0.483650 1.283362 -4.566729
63 H 0.413413 -0.197795 -4.228599
64 H 1.212508 1.370681 -4.066918

Cartesian forces (eV/Å) of the 6 atoms listed first:
C 0.032 -0.045 0.456
C -0.172 0.082 -0.236
H -0.086 -0.112 -0.035
H 0.061 0.138 0.028
O 0.050 -0.301 0.027
C 0.692 0.069 -0.539

SMILES string: CCO[C@@H]1OC(C(=O)NCc2nc3ccccc3[nH]2)=C[C@H](c2csc3ccccc23)[C@H]1CCCO
Frontier orbital gap in eV: 8.6
E_LUMO in eV: 0.5300
Energy relative to the best compared isomer or geometry (same formula, charge and spin) in kcal/mol: 11.01

[3]
A cluster of 2 separate species, C2H7BrNO in total at a distorted geometry. Source: the OMol25 dataset; level of theory: ωB97M-V/def2-TZVPD.

Element x y z (Å)
1 C -0.219694 -0.279630 -1.559472
2 C 0.284400 0.997142 1.615367
3 N -0.039541 -1.186200 -0.406832
4 O 0.155083 2.218895 2.137460
5 Br 1.188505 -0.029872 2.927060
6 H -1.363363 -0.019807 -1.699647
7 H 0.144147 -0.752044 -2.509386
8 H 0.378969 0.664778 -1.329984
9 H -0.953654 -1.188953 0.198813
10 H 0.775356 -1.035212 0.115751
11 H 0.060671 -2.079360 -0.923181
12 H -0.410880 2.690263 1.434052

Cartesian forces (eV/Å) of the 6 atoms listed first:
C -0.976 2.893 -1.230
C -0.004 1.711 1.266
N -3.846 -1.990 -1.259
O -1.253 -1.117 -2.648
Br 0.088 -0.163 -0.125
H 2.492 -0.520 0.384

Total charge: +1
Frontier orbital gap in eV: 9.7
E_LUMO in eV: -3.9517
Energy relative to the best compared isomer or geometry (same formula, charge and spin) in kcal/mol: 52.88

[4]
The molecule C4H6N2 at a distorted geometry. Source: the OMol25 dataset; level of theory: ωB97M-V/def2-TZVPD.

Element x y z (Å)
1 C -1.734085 -0.202112 0.001738
2 N -0.264863 -0.039601 -0.060014
3 C 0.911517 -0.889764 -0.332434
4 C 2.010118 -0.160218 -0.025899
5 N 1.623382 1.117840 0.225236
6 C 0.318647 1.133844 0.251361
7 H -2.121838 -0.567984 -0.947927
8 H -2.031935 -0.894565 0.796324
9 H -2.224099 0.767238 0.198032
10 H 0.683840 -1.864636 -0.699811
11 H 3.057926 -0.426886 0.079449
12 H -0.228613 2.026849 0.513942

Cartesian forces (eV/Å) of the 6 atoms listed first:
C 0.429 -0.412 -0.217
N 1.923 -0.040 -0.319
C -3.019 -0.018 0.664
C -0.398 0.116 -0.530
N 0.144 0.879 1.114
C 0.347 0.595 0.010

SMILES string: Cn1ccnc1
Frontier orbital gap in eV: 9.7
E_LUMO in eV: 0.8660
Energy relative to the best compared isomer or geometry (same formula, charge and spin) in kcal/mol: 19.42

[5]
The molecule C3H8O2. Source: the OMol25 dataset; level of theory: ωB97M-V/def2-TZVPD.

Element x y z (Å)
1 O -0.831796 1.249969 0.752433
2 C -1.207056 -0.017113 0.199565
3 C -0.131082 -0.532790 -0.752965
4 C 1.280294 -0.392124 -0.180184
5 O 1.734043 0.940912 -0.211811
6 H -0.860944 1.186430 1.712510
7 H -2.160657 0.104228 -0.329402
8 H -1.368373 -0.744827 1.006401
9 H -0.164455 0.021433 -1.698058
10 H -0.351155 -1.583984 -0.983659
11 H 1.307968 -0.804525 0.845323
12 H 1.987264 -0.977315 -0.776786
13 H 1.010595 1.460843 0.173142

Cartesian forces (eV/Å) of the 6 atoms listed first:
O -0.043 0.039 0.249
C -0.102 -0.302 -0.131
C 0.010 0.059 -0.044
C -0.068 -0.460 -0.046
O -0.097 0.205 0.125
H -0.042 0.085 -0.147

SMILES string: OCCCO
Frontier orbital gap in eV: 10.7
E_LUMO in eV: 0.7495
Energy relative to the best compared isomer or geometry (same formula, charge and spin) in kcal/mol: 19.09